[1]
59
Properties=species:S:1:pos:R:3:forces:R:3 method="wB97M-V/def2-TZVPD" orbital_gap_ev=8.1 e_above_lowest_kcal_mol=0.0 fmax_ev_per_a=0.65
C -6.73802 -1.77563 1.75757 0.2 0.6 0.0
S -6.65780 0.02518 1.97919 -0.1 -0.2 0.0
C -5.13803 0.48336 1.19551 -0.3 -0.2 0.1
C -4.86791 1.84697 1.11077 0.0 -0.3 0.0
C -3.70933 2.30509 0.52300 0.1 0.2 0.0
C -2.78829 1.39874 -0.00104 -0.3 -0.1 0.2
N -1.59285 1.78954 -0.59725 0.3 -0.2 -0.1
C -1.10259 3.06485 -0.81514 0.2 -0.4 -0.4
O -1.68409 4.08727 -0.52385 -0.3 0.3 0.3
N 0.10359 3.02742 -1.45917 0.0 -0.1 -0.2
C 0.91210 4.22240 -1.55265 0.0 0.2 0.1
C 2.02245 4.24129 -0.49747 0.0 -0.2 -0.3
C 2.97994 3.05401 -0.64219 0.0 0.3 0.1
N 2.32403 1.77539 -0.38969 0.3 -0.2 0.0
C 2.16607 1.50584 1.03052 -0.3 0.0 0.1
C 1.28073 0.28367 1.25256 0.4 0.0 0.0
C 1.86085 -0.94159 0.54743 -0.4 0.1 -0.1
C 0.92776 -2.15350 0.69206 0.4 0.1 0.1
C 1.54588 -3.39548 0.11718 -0.2 0.0 0.0
C 2.53970 -4.06901 0.81746 0.0 0.0 0.0
C 3.14181 -5.19405 0.28469 0.1 0.0 0.0
C 2.75753 -5.66362 -0.96008 0.0 -0.1 -0.1
C 1.76691 -5.00277 -1.66499 0.0 -0.1 -0.1
C 1.16713 -3.87640 -1.12918 0.0 0.0 0.0
C 2.10926 -0.59422 -0.91955 0.5 0.0 0.2
C 2.98164 0.65274 -1.03675 -0.1 -0.2 -0.2
C -3.06211 0.03604 0.08859 0.1 0.2 -0.1
C -4.22328 -0.42266 0.68133 -0.1 0.1 0.0
H -6.69919 -2.02005 0.70001 0.0 -0.1 0.0
H -5.93249 -2.25738 2.30451 0.0 -0.1 0.0
H -7.69486 -2.07830 2.17137 0.0 0.0 0.0
H -5.58338 2.54739 1.51360 -0.1 0.1 0.0
H -3.50725 3.36058 0.45766 0.0 0.0 0.0
H -1.03731 1.03196 -0.96889 -0.1 0.2 0.0
H 0.68376 2.20016 -1.32929 -0.2 0.1 0.2
H 1.35188 4.26366 -2.55490 0.0 0.1 0.1
H 0.24858 5.07986 -1.41915 0.1 -0.1 -0.1
H 2.59683 5.16254 -0.60451 0.0 0.1 0.1
H 1.56706 4.24454 0.49335 0.0 0.1 0.1
H 3.84435 3.19480 0.02843 0.0 -0.1 -0.1
H 3.35673 3.04086 -1.66884 0.0 0.0 0.0
H 1.70427 2.37403 1.50382 0.1 0.0 0.0
H 3.14949 1.34071 1.50744 0.0 0.1 0.0
H 0.27987 0.49139 0.87007 -0.1 0.0 0.0
H 1.19422 0.09668 2.32448 -0.1 0.0 0.0
H 2.82366 -1.18951 1.00902 0.0 0.0 0.0
H 0.71831 -2.30635 1.75343 -0.1 0.0 0.0
H -0.01825 -1.94078 0.18968 -0.1 0.0 0.0
H 2.83915 -3.70966 1.79204 0.0 0.0 0.1
H 3.91141 -5.70784 0.84222 0.1 0.0 0.0
H 3.22625 -6.54269 -1.37691 0.0 -0.1 0.0
H 1.45963 -5.36523 -2.63522 0.0 0.0 -0.1
H 0.39257 -3.36698 -1.68529 -0.1 0.1 0.0
H 2.59827 -1.42808 -1.42585 0.0 0.0 -0.1
H 1.15468 -0.40885 -1.41841 -0.1 0.0 -0.1
H 3.13028 0.89724 -2.09222 0.1 0.0 0.1
H 3.97178 0.45128 -0.59085 0.0 0.0 0.0
H -2.35782 -0.68098 -0.31281 0.1 -0.1 -0.1
H -4.39557 -1.48588 0.73312 0.0 -0.1 0.0

=====

[2]
18
Properties=species:S:1:pos:R:3:forces:R:3 method="wB97M-V/def2-TZVPD" orbital_gap_ev=9.2 e_above_lowest_kcal_mol=157.1 fmax_ev_per_a=6.13
C -1.19245 0.26861 1.55925 -1.2 3.1 3.2
C -1.72245 -0.18622 0.26204 -0.4 0.4 -1.5
C -0.73164 -0.83728 -1.90188 3.1 0.0 -0.9
C 1.92850 0.19878 0.73712 1.2 -1.9 0.6
H -0.09255 0.54891 1.62076 -2.2 -0.3 -0.7
H -1.26882 -0.57995 2.22466 -0.3 -0.2 0.5
H -1.83233 1.18278 2.04870 1.4 -2.4 -1.2
H 0.03571 0.57035 -0.76608 -1.9 -2.1 2.1
H -0.86170 -1.95116 -2.07593 1.1 1.0 0.9
H -1.55598 -0.53134 -2.45578 -1.6 1.4 -0.8
H 0.26851 -0.30161 -2.37297 -2.5 -2.2 0.4
H 2.87758 1.53300 -0.88642 -5.1 -2.3 2.5
H 1.17345 -0.78383 0.13746 2.7 2.4 3.1
H 3.22811 -0.02098 1.12511 -4.2 0.4 -1.6
H 1.41394 0.61585 1.85436 1.8 -0.8 -3.7
N -0.62083 -0.30189 -0.53682 1.7 1.1 -3.7
O -2.85175 -0.49120 -0.12289 1.4 0.2 1.3
O 1.80468 1.06716 -0.45068 5.1 2.2 -0.5

=====

[3]
12
Properties=species:S:1:pos:R:3:forces:R:3 method="wB97M-V/def2-TZVPD" orbital_gap_ev=8.6 e_above_lowest_kcal_mol=38.3 fmax_ev_per_a=2.12
C -1.64136 1.62200 0.76717 -1.1 0.4 0.2
C -0.52543 1.27488 0.53362 0.4 -0.3 0.1
C 0.81377 0.75258 0.27124 0.1 -0.7 2.0
C 0.75607 -0.30333 -0.77537 -0.8 -0.8 -0.2
C -0.05298 -1.50265 -0.28972 -0.8 0.8 -0.5
S 1.38804 -0.14839 -2.25560 -0.1 -0.1 0.4
H -2.65019 1.93421 0.97038 0.5 -0.1 -0.1
H 1.20347 0.25759 1.24576 -0.5 0.8 -1.4
H 1.45221 1.55949 0.01748 0.8 0.7 -0.3
H -1.11515 -1.22333 0.00608 1.4 -0.2 -0.4
H 0.42952 -1.96041 0.54524 0.4 -0.1 1.0
H -0.05796 -2.26264 -1.03628 -0.3 -0.4 -0.7

=====

[4]
7
Properties=species:S:1:pos:R:3:forces:R:3 method="wB97M-V/def2-TZVPD" orbital_gap_ev="8.1 / 7.2" e_above_lowest_kcal_mol=73.9 fmax_ev_per_a=4.38
C 1.38503 0.91184 0.68722 4.1 -1.3 0.6
C -0.54192 -1.00130 -0.53997 -2.3 0.5 1.0
O 2.52693 0.90157 1.02629 -3.3 -0.1 -1.1
F -0.28433 -1.71284 -1.57576 1.0 -1.0 -0.8
F -1.23649 -1.76236 0.35277 1.1 0.6 -0.5
Br -1.72275 0.45749 -1.10716 0.0 -0.4 -0.3
I -0.12648 2.20559 1.15661 -0.7 1.6 1.1

=====

[5]
16
Properties=species:S:1:pos:R:3:forces:R:3 method="wB97M-V/def2-TZVPD" total_charge=+2 orbital_gap_ev="8.0 / 9.4" e_above_lowest_kcal_mol=92.3 fmax_ev_per_a=5.44
C -2.36782 -0.52524 0.30382 -3.7 -2.7 3.0
C 1.76665 0.39073 -0.05530 -0.6 -0.5 0.2
N 1.94825 -0.28821 1.04829 -1.0 0.3 -0.2
N -1.49652 -0.90436 -0.57414 1.2 -1.8 -3.1
N -0.75110 0.08633 -0.98414 2.8 0.9 -1.5
N -2.31234 0.60961 0.85598 0.9 3.6 1.5
N 2.59768 0.82908 -0.94800 0.6 -2.6 3.8
H -3.13596 -1.26294 0.72506 1.0 1.0 -1.2
H 1.15496 -0.68452 1.64392 1.8 0.9 -1.2
H 2.91287 -0.29771 1.37552 -0.1 -0.4 0.6
H -1.60728 -1.76959 -1.15797 0.0 0.7 1.0
H -0.10384 -0.17808 -1.76693 -1.1 -0.2 0.7
H -3.06666 0.91838 1.50022 0.9 -0.4 -0.5
H -1.47462 1.26642 0.69349 -2.1 -1.2 0.0
H 3.54157 0.49535 -0.93792 0.9 -0.2 0.1
H 2.39414 1.31475 -1.72189 -1.5 2.5 -3.3

=====

[6]
151
Properties=species:S:1:pos:R:3:forces:R:3 method="wB97M-V/def2-TZVPD" orbital_gap_ev=8.5 fmax_ev_per_a=3.36
C -0.39952 1.21720 -0.39703 -0.6 0.2 -0.7
C 0.51365 1.67795 -1.53637 -0.6 -0.9 0.5
Cl 0.42973 0.74562 -3.05314 0.1 0.5 1.0
C 1.36887 2.68309 -1.46135 -0.3 0.7 0.2
Cl 1.50494 3.62736 0.03350 0.2 -0.5 -1.4
O 2.21584 3.03749 -2.53734 0.3 -1.3 2.5
S 3.77955 2.48088 -2.14446 1.0 1.4 -1.7
O 4.42787 3.63382 -1.55050 -0.5 -1.0 0.2
O 3.43998 1.29016 -0.96283 -1.4 1.2 0.2
N 4.60119 0.67263 -0.52266 0.6 -1.3 0.3
C 4.49738 0.70729 0.96462 1.1 0.6 -1.0
O 3.47579 0.51676 1.44944 -2.8 -0.5 1.8
F 5.55663 0.99605 1.68914 0.7 0.0 -1.1
C 4.40720 -0.72432 -0.83856 -0.6 2.0 -1.6
O 4.69986 -1.61183 -0.15896 1.1 -1.7 1.8
F 3.80296 -0.90713 -2.00712 0.3 0.6 0.1
H -0.27067 1.80812 0.52634 0.2 -0.2 -0.6
H -1.46025 1.34985 -0.73557 1.1 -0.1 0.4
H -0.27395 0.13827 -0.17103 0.1 0.6 -0.3
C -2.85281 -1.33845 -3.76244 0.0 0.6 0.7
C -2.91426 -0.33541 -2.68005 0.2 -1.1 -1.3
N -2.94439 0.44560 -1.85136 -0.5 0.6 0.7
H -1.81359 -1.56848 -3.99751 0.0 0.0 0.0
H -3.35683 -2.25042 -3.45323 0.1 0.3 0.0
H -3.33930 -0.94981 -4.65158 0.0 0.0 0.0
C -4.56268 -5.19313 -2.05485 0.0 0.2 -0.8
C -4.17501 -4.59434 -3.34536 -0.6 -0.8 1.2
N -3.87466 -4.11995 -4.33839 0.2 0.1 -0.9
H -3.72623 -5.74162 -1.63631 -0.1 0.0 0.0
H -4.85458 -4.40998 -1.36081 0.1 0.0 0.0
H -5.40038 -5.87522 -2.19650 0.0 0.0 -0.1
C 2.46706 6.02423 -3.97311 0.1 0.2 -0.4
C 2.83114 6.67539 -5.24568 -0.4 -0.7 1.3
N 3.11233 7.17780 -6.22940 0.3 0.4 -0.9
H 3.31399 5.45462 -3.59306 -0.1 0.0 0.0
H 2.18693 6.77862 -3.23792 0.1 0.0 0.0
H 1.62685 5.34826 -4.12856 0.1 0.0 0.0
C -0.72997 6.90540 -2.21951 -0.5 -0.8 0.1
C -1.00340 5.48008 -1.95013 0.2 1.5 -0.4
N -1.21373 4.37833 -1.74856 -0.3 -1.0 0.2
H -1.65420 7.41223 -2.49746 0.0 0.0 0.0
H -0.32051 7.37353 -1.33424 0.0 -0.1 0.0
H -0.01616 6.99844 -3.03239 0.0 0.0 0.1
C -1.25340 7.44982 2.03278 0.2 -0.4 -0.1
C -0.38875 6.25940 1.94693 -0.9 1.3 0.1
N 0.27516 5.33718 1.88098 0.6 -0.6 0.2
H -0.65993 8.34907 1.87317 0.0 0.0 0.0
H -2.03268 7.39604 1.27332 0.0 0.0 0.0
H -1.71746 7.49927 3.01647 0.0 0.0 0.0
C 4.45347 -3.90390 -2.05425 -0.2 -0.7 -0.2
C 3.87885 -5.25596 -2.19493 0.6 1.5 0.1
N 3.43045 -6.29851 -2.30627 -0.4 -0.9 -0.1
H 5.46744 -3.89007 -2.45331 0.0 0.0 0.0
H 3.84526 -3.18771 -2.60190 0.0 -0.1 0.0
H 4.47981 -3.62051 -1.00757 0.0 -0.1 0.0
C 0.78356 10.74585 0.05521 0.1 -0.3 -0.3
C 1.04061 9.67786 -0.92854 -0.2 1.2 1.0
N 1.23973 8.85411 -1.69032 0.5 -0.3 -0.6
H 0.73025 11.70831 -0.45093 0.0 0.0 0.0
H -0.16012 10.55947 0.56610 0.0 0.0 0.0
H 1.58765 10.77261 0.78907 0.0 0.0 0.0
C -5.54434 -1.86174 -7.63912 0.4 0.0 0.1
C -4.13755 -1.76526 -7.21253 -1.5 -0.1 -0.5
N -3.05026 -1.68988 -6.88025 1.1 0.1 0.0
H -5.98416 -2.78367 -7.26150 0.1 0.0 0.0
H -6.10867 -1.01521 -7.25055 0.0 0.0 0.0
H -5.60266 -1.85582 -8.72693 0.0 0.0 0.0
C -0.74409 -4.60055 -1.36013 0.0 0.3 0.2
C -0.97668 -3.39181 -0.54780 0.2 -1.2 -0.9
N -1.15569 -2.45434 0.07715 -0.2 0.7 0.5
H -0.09206 -5.29037 -0.82549 0.0 0.0 0.0
H -1.69196 -5.09432 -1.56222 0.0 0.0 0.1
H -0.27526 -4.32643 -2.30479 -0.1 0.1 0.2
C -4.04940 -3.33838 2.33462 0.0 -0.2 -0.3
C -3.74887 -4.39830 1.35774 -0.3 1.1 1.1
N -3.51495 -5.21437 0.59752 0.3 -0.8 -0.3
H -4.09321 -2.37319 1.83100 0.1 0.0 0.0
H -5.00773 -3.53607 2.81331 0.1 -0.1 0.0
H -3.27164 -3.30756 3.09589 0.0 0.0 0.0
C -3.63864 -2.90234 6.40362 -0.2 -1.0 -0.2
C -4.59290 -3.93525 5.95738 0.9 1.1 0.4
N -5.32936 -4.73423 5.60822 -0.6 -0.7 -0.3
H -4.09508 -2.28688 7.17318 0.0 0.0 0.0
H -2.73596 -3.37611 6.81325 -0.7 0.2 -0.5
H -3.35919 -2.26976 5.56492 0.0 0.0 0.1
C 3.14552 1.56111 4.80924 0.1 0.3 0.3
C 3.02470 2.60493 5.84410 0.0 -0.9 -0.9
N 2.92166 3.41389 6.64288 0.1 0.6 0.6
H 4.19753 1.35857 4.60984 0.0 0.0 0.0
H 2.66413 0.64623 5.14993 0.0 0.1 0.0
H 2.66593 1.89291 3.89097 -0.1 0.0 0.0
C 6.55357 4.82055 -4.74740 -0.2 -0.4 0.1
C 6.09591 3.47909 -4.34398 0.5 1.4 -0.5
N 5.73590 2.44302 -4.03304 0.2 -0.9 -0.2
H 6.27235 5.54950 -3.98818 0.0 0.0 0.0
H 7.63651 4.82238 -4.86015 0.0 0.0 0.0
H 6.09496 5.09790 -5.69582 0.0 0.0 0.0
C 1.03019 -5.07676 -5.45810 -0.1 0.3 0.2
C 0.80101 -3.87207 -4.64001 0.3 -1.2 -0.9
N 0.62314 -2.94192 -4.00517 -0.1 0.8 0.6
H 1.68231 -5.76699 -4.92393 0.0 0.0 0.0
H 0.08046 -5.56868 -5.66360 0.0 0.1 0.0
H 1.49963 -4.79914 -6.40052 0.0 0.0 0.0
C -1.73785 -4.13845 10.02843 0.2 0.2 -0.4
C -1.37703 -3.54799 8.72827 -0.1 -0.6 1.4
N -1.09779 -3.09217 7.72079 0.8 0.4 -0.4
H -0.89118 -4.69396 10.42992 0.0 0.0 -0.1
H -2.01368 -3.35204 10.72940 0.1 -0.1 -0.2
H -2.58200 -4.81667 9.90457 0.0 0.0 0.0
C 6.34746 3.30488 7.36543 0.4 0.1 0.2
C 7.60818 3.42125 8.12304 -1.3 -0.2 -0.8
N 8.58188 3.51106 8.70781 0.9 0.1 0.5
H 5.71737 2.53229 7.80218 0.0 0.1 0.0
H 5.81254 4.25250 7.39183 0.0 -0.1 0.0
H 6.56266 3.04773 6.32926 0.0 0.0 0.0
C -5.33846 0.80566 8.18986 0.2 -0.2 -0.4
C -4.75587 0.31506 6.92729 -0.6 0.6 1.3
N -4.30306 -0.06403 5.95339 0.3 -0.1 -0.9
H -4.93750 0.23663 9.02787 0.0 0.0 0.0
H -5.09390 1.85798 8.32447 0.0 0.0 0.0
H -6.42108 0.69112 8.16589 0.0 0.0 0.0
C 6.73080 -6.82870 -0.05442 0.2 -0.3 -0.1
C 7.57481 -8.02420 -0.23494 -0.9 1.3 0.2
N 8.22713 -8.94731 -0.37434 0.6 -0.9 -0.1
H 7.33748 -5.92948 -0.15377 0.0 0.0 0.0
H 5.94394 -6.81392 -0.80825 0.0 -0.1 0.0
H 6.27556 -6.84319 0.93461 0.0 0.0 0.0
C 0.41279 -1.04026 2.59892 -0.1 0.4 0.3
C 0.14987 0.17821 3.38964 0.3 -1.2 -0.8
N -0.05410 1.11779 4.00348 -0.1 0.8 0.5
H 1.07235 -1.70752 3.15337 0.0 0.1 0.0
H -0.52335 -1.55461 2.39229 0.0 0.1 -0.1
H 0.88601 -0.77396 1.65542 0.0 0.0 0.0
C -5.17652 -4.51231 12.39311 0.3 0.3 0.0
C -4.20892 -3.41083 12.23477 -1.1 -1.1 0.3
N -3.46135 -2.55929 12.11237 0.5 0.8 0.0
H -5.18898 -5.12582 11.49321 0.0 0.0 0.0
H -4.89485 -5.13149 13.24330 0.0 0.0 0.0
H -6.17274 -4.10679 12.56169 0.0 0.0 0.0
C -4.79318 1.72964 -9.99242 -0.3 -0.3 -0.1
C -5.70654 0.66682 -10.45310 0.8 1.0 0.4
N -6.41677 -0.14753 -10.82026 -0.5 -0.6 -0.2
H -5.28307 2.33259 -9.22934 0.0 0.0 0.0
H -3.89164 1.28581 -9.57205 0.0 0.0 0.0
H -4.51850 2.36848 -10.83017 0.0 0.0 0.0
C -0.53625 -1.91068 -9.49345 0.1 0.2 -0.4
C -0.14519 -1.29619 -10.77625 -0.4 -0.7 1.3
N 0.15678 -0.82091 -11.76666 0.3 0.4 -0.9
H 0.30921 -2.44887 -9.06792 0.0 0.0 0.0
H -0.85495 -1.13938 -8.79413 0.0 -0.1 0.0
H -1.35811 -2.60695 -9.65170 0.0 0.0 0.0

=====

How do the records compare in electronic energy? In the order shown, they have -1532.769151 -364.017876 -592.210779 -3222.750260 -354.614278 -5062.066351 Ha.